{"formula": "C11H17N4", "method": "the ωB97M-V functional and the def2-TZVPD basis", "total_energy_ha": -648.17497, "homo_energy_ha": -0.410, "total_charge": 1, "symbols": ["C", "C", "N", "N", "N", "H", "H", "H", "H", "H", "H", "H", "H", "C", "C", "C", "C", "C", "C", "C", "C", "C", "N", "H", "H", "H", "H", "H", "H", "H", "H", "H"], "positions_angstrom": [[0.409, -3.310, -1.867], [1.337, -1.793, -0.193], [0.582, -2.869, -0.468], [1.925, -1.096, -1.167], [1.503, -1.385, 1.048], [0.701, -3.645, 0.169], [1.703, -1.148, -2.146], [2.099, -0.123, -0.923], [1.042, -1.868, 1.805], [1.902, -0.494, 1.284], [0.102, -4.353, -1.809], [1.337, -3.280, -2.429], [-0.411, -2.757, -2.306], [-0.800, 2.084, -2.472], [-0.058, 1.197, 1.067], [-0.938, 1.263, -0.024], [-0.289, 2.028, -1.073], [0.971, 2.282, -0.619], [-0.388, 0.643, 2.292], [-1.669, 0.121, 2.431], [-2.200, 0.676, 0.128], [-2.541, 0.086, 1.330], [1.174, 1.676, 0.619], [1.917, 1.948, 1.255], [0.272, 0.690, 3.150], [1.695, 2.973, -1.016], [-1.903, -0.355, 3.370], [-2.944, 0.921, -0.619], [-1.883, 1.939, -2.485], [-0.331, 1.494, -3.250], [-3.365, -0.615, 1.405], [-0.799, 3.117, -2.857]]}



{"formula": "C4H8N2O", "method": "the ωB97M-V functional and the def2-TZVPD basis", "total_energy_ha": -341.85633, "homo_energy_ha": -0.333, "total_charge": 0, "symbols": ["C", "C", "O", "C", "N", "C", "N", "H", "H", "H", "H", "H", "H", "H", "H"], "positions_angstrom": [[-0.713, -1.343, -0.879], [-0.244, 0.033, -0.485], [-2.018, 1.673, 1.799], [1.249, 0.291, -0.387], [1.833, -0.621, 0.600], [-1.074, 0.933, -0.030], [-1.840, 1.809, 0.402], [-1.801, -1.430, -0.811], [-0.267, -2.052, -0.173], [-0.405, -1.624, -1.894], [-2.668, 2.361, 1.993], [1.403, 1.327, -0.065], [1.721, 0.190, -1.377], [2.530, -0.143, 1.155], [2.295, -1.404, 0.152]]}



{"formula": "C4H15NO3", "method": "the ωB97M-V functional and the def2-TZVPD basis", "total_energy_ha": -441.83743, "homo_energy_ha": -0.324, "total_charge": 0, "symbols": ["C", "N", "C", "C", "C", "O", "H", "H", "H", "H", "H", "H", "H", "H", "H", "H", "H", "H", "H", "O", "H", "H", "O"], "positions_angstrom": [[0.480, -1.954, 0.654], [0.409, -0.687, 1.364], [-1.547, 0.096, -0.050], [-0.772, 0.192, 1.225], [-0.140, 1.593, 1.350], [-1.150, 2.568, 1.156], [-0.468, -2.495, 0.773], [1.323, -2.567, 0.963], [0.513, -1.796, -0.457], [0.565, -0.928, 2.359], [-0.906, -0.020, -0.938], [-2.175, 0.993, -0.159], [-2.139, -0.839, -0.056], [-1.451, -0.044, 2.067], [0.382, 1.816, 2.300], [0.628, 1.653, 0.576], [-0.759, 3.397, 0.865], [2.686, -0.098, -1.026], [2.325, 0.725, 0.106], [2.899, 0.783, -0.678], [-0.552, -1.500, -4.005], [-0.173, -0.145, -4.559], [0.023, -0.744, -3.830]]}



{"formula": "C22H37Cl2KO4P", "method": "the ωB97M-V functional and the def2-TZVPD basis", "total_energy_ha": -3023.31807, "homo_energy_ha": -0.196, "total_charge": -1, "symbols": ["K", "C", "C", "C", "C", "C", "C", "P", "C", "C", "C", "C", "C", "C", "C", "C", "C", "C", "C", "C", "H", "H", "H", "H", "H", "H", "H", "H", "H", "H", "H", "H", "H", "H", "H", "H", "H", "H", "H", "H", "H", "H", "H", "H", "H", "H", "H", "H", "H", "H", "H", "H", "H", "C", "C", "O", "O", "H", "H", "H", "Cl", "C", "Cl", "C", "O", "O", "H"], "positions_angstrom": [[1.942, 2.904, 0.812], [-1.003, -4.473, 1.391], [-2.100, -3.451, 1.727], [-1.570, -2.006, 1.711], [-0.488, -1.840, 0.645], [0.741, -2.704, 1.029], [0.352, -3.945, 1.847], [0.016, -0.065, 0.457], [-1.560, 0.865, 0.116], [-2.663, 0.200, -0.731], [-4.055, 0.736, -0.369], [-3.985, 2.240, -0.124], [-3.154, 2.545, 1.135], [-2.127, 1.438, 1.422], [0.837, -0.011, -1.218], [2.335, -0.362, -1.123], [2.940, -0.407, -2.523], [2.359, -1.578, -3.338], [0.960, -1.974, -2.845], [0.158, -0.754, -2.398], [-0.967, -4.640, 0.310], [-1.231, -5.438, 1.848], [-2.519, -3.669, 2.713], [-2.921, -3.545, 1.012], [-1.150, -1.741, 2.685], [-2.403, -1.322, 1.537], [-0.896, -2.205, -0.303], [1.457, -2.103, 1.596], [1.254, -3.022, 0.123], [0.294, -3.692, 2.910], [1.126, -4.709, 1.753], [-1.187, 1.740, -0.429], [-2.657, -0.891, -0.631], [-2.473, 0.416, -1.786], [-4.430, 0.239, 0.532], [-4.759, 0.498, -1.171], [-4.985, 2.669, -0.032], [-3.520, 2.713, -0.993], [-3.812, 2.654, 2.001], [-2.629, 3.488, 1.000], [-2.583, 0.645, 2.024], [-1.313, 1.851, 2.019], [0.784, 1.064, -1.441], [2.475, -1.330, -0.641], [2.864, 0.357, -0.495], [4.025, -0.475, -2.463], [2.717, 0.541, -3.023], [3.020, -2.445, -3.270], [2.312, -1.307, -4.396], [1.050, -2.667, -2.006], [0.419, -2.512, -3.627], [-0.859, -1.054, -2.146], [0.071, -0.067, -3.246], [5.138, 0.156, 2.655], [4.881, 0.804, 1.294], [5.660, 0.546, 0.375], [3.864, 1.562, 1.238], [5.845, -0.665, 2.564], [4.199, -0.195, 3.084], [5.550, 0.910, 3.329], [-2.251, 6.038, -0.766], [-0.477, 6.110, -0.854], [0.083, 5.941, -2.548], [0.213, 5.016, 0.000], [1.269, 5.396, 0.543], [-0.315, 3.888, 0.016], [-0.173, 7.094, -0.512]]}



{"formula": "C10H14O2", "method": "the ωB97M-V functional and the def2-TZVPD basis", "total_energy_ha": -539.64938, "homo_energy_ha": -0.282, "total_charge": 0, "symbols": ["C", "C", "C", "C", "C", "C", "C", "C", "C", "C", "O", "O", "H", "H", "H", "H", "H", "H", "H", "H", "H", "H", "H", "H", "H", "H"], "positions_angstrom": [[-1.922, 2.176, -1.282], [-1.319, 1.473, -0.516], [1.354, 1.115, 0.003], [1.262, -0.185, -0.280], [-0.664, 0.834, 0.551], [-0.178, -0.621, 0.172], [2.041, 2.380, -0.011], [2.229, -1.220, -0.714], [-0.186, -1.446, 1.462], [-2.143, -1.614, -0.769], [-0.940, 1.000, 1.915], [-0.867, -1.111, -0.963], [-2.553, 2.383, -2.095], [2.924, 2.299, -0.514], [2.323, 2.836, 0.912], [1.413, 3.047, -0.415], [1.600, -1.975, -1.443], [2.682, -1.905, 0.002], [2.993, -0.669, -1.153], [-1.204, -2.048, 1.512], [-0.224, -0.881, 2.439], [0.603, -2.078, 1.418], [-2.767, -0.880, -0.357], [-2.293, -2.344, 0.008], [-2.332, -1.890, -1.822], [-1.833, 1.326, 1.941]]}



{"formula": "C4H9NO2", "method": "the ωB97M-V functional and the def2-TZVPD basis", "total_energy_ha": -362.99124, "multiplicity": 2, "homo_energy_ha": [0.005, -0.131], "total_charge": -1, "s_squared": 0.753, "symbols": ["O", "C", "C", "C", "N", "C", "O", "H", "H", "H", "H", "H", "H", "H", "H", "H"], "positions_angstrom": [[-2.154, -0.169, -1.940], [-1.011, 0.217, -1.539], [-0.582, 0.060, -0.099], [-1.426, 0.849, 0.888], [0.844, 0.355, 0.033], [1.501, -0.057, 1.221], [2.496, -1.080, 0.993], [-0.142, 0.352, -2.216], [-0.652, -1.033, 0.075], [-2.422, 1.107, 0.545], [-1.551, 0.381, 1.876], [-0.985, 1.828, 1.087], [1.025, 1.308, -0.251], [2.043, 0.738, 1.697], [0.764, -0.471, 1.899], [2.042, -1.735, 0.457]]}



{"formula": "CN2O5S2", "method": "the ωB97M-V functional and the def2-TZVPD basis", "total_energy_ha": -1319.93348, "homo_energy_ha": -0.373, "total_charge": 0, "symbols": ["C", "N", "N", "O", "O", "O", "O", "O", "S", "S"], "positions_angstrom": [[0.499, 0.169, 0.001], [1.288, -2.517, 0.658], [-2.224, 1.149, -0.139], [1.152, -3.650, 0.395], [-3.242, 1.717, -0.384], [1.128, 0.888, 0.652], [1.946, -1.917, 1.420], [-1.908, 0.569, 0.867], [0.129, -1.362, -0.483], [-1.011, 1.145, -1.421]]}



{"formula": "C22H19BiF5N5O8S", "method": "the ωB97M-V functional and the def2-TZVPD basis", "total_energy_ha": -2837.72958, "homo_energy_ha": -0.308, "total_charge": 0, "symbols": ["Bi", "C", "C", "N", "C", "C", "N", "C", "O", "O", "C", "O", "O", "H", "H", "H", "H", "H", "N", "C", "C", "C", "O", "O", "H", "H", "H", "H", "H", "H", "F", "C", "C", "F", "C", "F", "C", "S", "C", "F", "C", "F", "O", "C", "N", "C", "O", "C", "C", "C", "C", "N", "C", "H", "H", "H", "H", "H", "H", "H", "H"], "positions_angstrom": [[0.417, -0.448, -0.220], [0.059, -0.829, 3.706], [-0.931, -0.056, 2.921], [-0.920, 0.154, 1.614], [-2.077, 0.817, 1.285], [-2.789, 1.050, 2.421], [-2.046, 0.493, 3.432], [-4.077, 1.715, 2.749], [-4.754, 2.225, 1.746], [-4.433, 1.755, 3.902], [-2.431, 1.027, -0.147], [-3.423, 1.700, -0.434], [-1.654, 0.440, -0.974], [1.061, -0.421, 3.580], [0.073, -1.857, 3.336], [-0.207, -0.835, 4.761], [-2.348, 0.493, 4.396], [-4.288, 2.076, 0.869], [-0.310, -1.632, -2.508], [-1.374, -2.624, -2.279], [-0.901, -3.716, -1.316], [-1.011, -3.302, 0.142], [-1.802, -3.823, 0.890], [-0.168, -2.363, 0.553], [-0.663, -0.829, -3.023], [0.447, -2.042, -3.045], [-1.702, -3.084, -3.215], [-2.231, -2.092, -1.862], [0.139, -3.968, -1.543], [-1.505, -4.611, -1.447], [3.172, -6.255, 1.920], [3.069, -4.936, 1.784], [3.258, -4.100, 2.871], [3.550, -4.622, 4.063], [3.148, -2.729, 2.719], [3.346, -1.974, 3.806], [2.846, -2.131, 1.498], [2.708, -0.382, 1.336], [2.667, -3.007, 0.439], [2.316, -2.518, -0.775], [2.765, -4.377, 0.556], [2.549, -5.160, -0.506], [-0.677, 1.584, -3.952], [0.182, 2.646, -4.331], [-0.298, 3.958, -3.991], [-0.022, 4.733, -2.889], [-0.260, 5.922, -2.896], [0.582, 4.087, -1.681], [1.406, 4.849, -0.861], [1.925, 4.278, 0.287], [1.594, 2.965, 0.584], [0.779, 2.240, -0.182], [0.279, 2.794, -1.288], [-1.575, 1.783, -4.241], [0.345, 2.633, -5.411], [1.129, 2.445, -3.834], [-0.716, 4.501, -4.732], [1.618, 5.875, -1.132], [2.576, 4.835, 0.946], [1.992, 2.469, 1.462], [-0.407, 2.180, -1.857]]}



What ΔE to the lowest compared entry with this formula, charge and spin values result from the calculations? In sequence: 0.502, 4.009, 1.209, 0.000, 7.518, 1.192, 2.661, 0.000 eV.